Entry 1:
C22H29ClNO5SSi | ωB97M-V/def2-TZVPD

- SMILES = CCCCC1=C(Cl)C(=O)c2c(CCO[Si](C)(C)C)c(NCC)c(C(=O)[O-])c(S)c2C1=O
- net charge = -1
- HOMO energy (eV) = -5.274

```
60
Properties=species:S:1:pos:R:3:forces:R:3
C 1.49733 3.08713 2.73828 -0.39 0.26 -0.09
C 0.54272 4.14387 3.31406 0.50 0.14 -0.66
C -0.15564 4.93763 2.19097 -0.02 0.01 0.19
C -1.61848 4.52877 2.01639 -0.08 -0.03 0.04
C -1.74608 3.19513 1.35796 0.31 0.21 -0.15
C -1.48348 2.92058 0.08557 -0.09 0.31 -0.07
Cl -1.04269 4.10998 -1.08941 -0.07 0.12 0.06
C -1.64172 1.53848 -0.44911 0.10 -0.13 0.44
O -2.05786 1.35157 -1.56070 -0.13 -0.05 -0.76
C -1.25848 0.48234 0.51250 0.01 -0.41 0.32
C -0.64324 -0.71484 0.10960 -0.07 -0.13 0.30
C -0.33794 -1.02145 -1.33556 0.29 -0.01 0.17
C -1.08904 -2.24678 -1.86092 -0.49 0.24 0.28
O -1.35848 -2.19629 -3.26209 0.62 -0.08 -0.08
Si -0.08113 -2.13878 -4.32147 -0.07 0.11 -0.20
C 0.59437 -0.39770 -4.56480 -0.01 -0.58 0.12
C -0.70519 -2.70573 -5.99844 0.39 0.32 0.18
C 1.34639 -3.22477 -3.76539 -0.08 0.02 0.00
C -0.28555 -1.63502 1.10828 -0.07 0.10 0.37
N 0.37963 -2.86132 0.76179 0.34 0.25 -0.19
C 1.82872 -2.88294 1.12298 -0.25 -0.19 -0.05
C 2.60898 -1.68305 0.63535 0.16 -0.30 0.06
C -0.57487 -1.38294 2.46004 -0.46 0.52 0.08
C -0.10329 -2.38756 3.50532 0.99 -0.37 -0.43
O -0.67230 -3.49175 3.51052 -0.38 -0.04 0.07
O 0.93789 -2.02277 4.08711 -0.21 0.19 0.28
C -1.23348 -0.20550 2.85623 0.33 0.00 -0.82
S -1.60784 0.01059 4.58133 -0.43 0.09 0.28
C -1.55576 0.73444 1.86380 0.02 -0.38 0.36
C -2.20723 2.04147 2.18286 0.72 -0.48 -0.53
O -3.03828 2.21144 3.02624 -0.72 0.18 0.73
H 1.04322 2.64221 1.85561 -0.04 -0.30 -0.04
H 2.41825 3.55678 2.40528 0.21 0.03 -0.01
H 1.72848 2.30092 3.44681 0.11 -0.14 0.12
H -0.18438 3.66615 3.96198 -0.18 0.04 0.21
H 1.13033 4.85509 3.88693 -0.02 -0.04 0.44
H 0.41118 4.78914 1.27838 -0.02 0.00 -0.33
H -0.12716 6.00946 2.37560 0.00 0.12 0.22
H -2.04692 4.45675 3.01187 -0.28 0.00 0.06
H -2.20089 5.26848 1.47303 0.08 0.18 -0.21
H 0.73181 -1.19983 -1.40361 0.21 -0.11 -0.08
H -0.54804 -0.16224 -1.95385 -0.24 0.07 -0.15
H -2.05001 -2.30544 -1.35626 -0.21 0.01 -0.04
H -0.54182 -3.13957 -1.58129 0.08 -0.21 -0.11
H -0.20545 0.30919 -4.75913 -0.05 0.21 -0.03
H 1.18146 -0.07753 -3.71037 -0.02 0.18 0.20
H 1.27473 -0.43724 -5.41514 0.01 0.11 -0.18
H -1.72410 -2.37947 -6.18197 -0.22 -0.14 0.02
H -0.58672 -3.77434 -6.14822 -0.26 -0.18 0.03
H -0.08023 -2.21273 -6.74328 0.07 0.02 -0.16
H 1.46361 -3.25891 -2.68418 -0.03 0.07 0.16
H 2.27938 -2.84184 -4.17400 0.13 0.07 -0.10
H 1.24051 -4.25034 -4.10949 -0.09 -0.16 -0.04
H -0.03472 -3.58564 1.34227 -0.20 0.01 0.02
H 2.25569 -3.76648 0.65007 -0.07 -0.18 -0.09
H 1.93904 -3.01310 2.19764 0.12 0.17 0.14
H 2.30698 -0.75787 1.11590 -0.17 0.16 -0.05
H 2.54030 -1.61786 -0.44619 -0.07 0.28 -0.19
H 3.66036 -1.83983 0.86579 0.14 0.02 0.11
H -0.51289 0.67184 4.98056 0.21 -0.14 -0.23
```
Positions in Å, forces in eV/Å.

Atomic partial charges in e from the Löwdin method, atoms 1 to 4:
1 C -0.092
2 C -0.232
3 C -0.206
4 C -0.153

***

Entry 2:
C22H29CrN9O3S | ωB97M-V/def2-TZVPD

- relative energy (zero: lowest compared OMol25 entry of this formula, charge and spin) (kcal per mole) = 17.3
- <S²> = 3.7824
- net charge = +1
- HOMO energy (spin up / spin down) (eV) = -10.259 / -10.402
- spin multiplicity = 4

```
65
Properties=species:S:1:pos:R:3:forces:R:3
Cr 0.40204 0.01608 0.19960 -0.13 -0.23 -1.15
C 4.17476 -2.62116 -3.08438 0.01 0.00 0.00
O 3.07327 -1.75123 -2.84238 -0.06 0.00 0.01
C 1.81810 -2.28375 -3.01242 0.01 0.11 0.12
C 1.45825 -3.04002 -4.10607 0.03 -0.03 0.01
C 0.15113 -3.50941 -4.25103 -0.01 0.00 -0.01
C -0.78720 -3.19728 -3.29959 -0.03 0.03 0.05
C -0.45057 -2.40662 -2.18768 0.22 -0.08 -0.07
C -1.46571 -2.10351 -1.21895 0.02 0.26 0.22
N -1.30971 -1.24597 -0.27245 0.18 -0.34 0.04
N -2.40039 -1.08880 0.55440 -0.34 0.00 0.11
C -2.06410 -0.35290 1.56637 -0.08 -0.13 -0.16
O -0.84747 0.08255 1.71627 0.18 0.37 0.22
C -3.06612 -0.01344 2.59738 -0.02 0.03 0.05
C -2.67044 0.66199 3.74752 0.01 0.02 -0.01
C -3.59972 0.98508 4.72353 0.00 0.01 0.02
C -4.93162 0.63904 4.55267 -0.01 -0.01 -0.02
C -5.33242 -0.03168 3.40333 -0.01 0.00 0.02
C -4.40593 -0.35927 2.42889 0.02 -0.02 -0.02
C 0.86802 -1.94678 -2.01509 -0.07 -0.21 -0.52
O 1.27293 -1.22616 -0.99635 -0.07 0.19 0.56
H 4.14354 -3.06386 -4.07908 0.02 0.03 -0.02
H 4.20140 -3.41823 -2.33760 -0.01 -0.01 -0.02
H 5.07044 -2.01013 -3.00406 0.00 -0.02 0.02
H 2.19499 -3.26660 -4.86497 -0.01 -0.01 0.00
H -0.11389 -4.10758 -5.11087 0.00 0.00 -0.01
H -1.80629 -3.54993 -3.39652 -0.01 -0.01 0.00
H -2.43021 -2.59981 -1.29693 -0.03 0.02 0.01
H -1.63124 0.93499 3.87225 0.01 -0.01 -0.01
H -3.28540 1.50693 5.61777 0.00 0.00 0.00
H -5.65776 0.89135 5.31396 -0.01 0.00 0.00
H -6.37133 -0.30202 3.26990 -0.01 0.00 0.00
H -4.70559 -0.88548 1.53328 0.00 0.00 0.00
C 3.25445 0.25067 1.21791 -0.06 -0.07 -0.02
C 3.29212 0.51020 -0.27438 0.00 0.01 0.00
N 2.02601 1.14969 -0.70784 0.15 0.16 0.18
C 2.05079 2.62504 -0.69518 0.02 0.01 -0.05
C 1.96871 3.22533 0.70168 -0.01 -0.05 -0.03
S 0.56523 2.50919 1.60174 0.06 0.09 0.26
C 1.35886 1.72949 3.05154 0.05 -0.08 -0.11
C 1.58246 0.20647 2.99711 -0.07 0.05 -0.06
N 1.92479 -0.28457 1.63668 0.12 -0.04 0.21
H 3.41824 1.16743 1.77611 0.02 0.01 -0.02
H 4.05239 -0.43508 1.50789 -0.03 -0.03 -0.02
H 3.37088 -0.42227 -0.82350 0.02 -0.04 0.00
H 4.15481 1.13182 -0.53029 -0.03 0.04 0.03
H 1.87171 0.84135 -1.66276 0.06 0.06 -0.02
H 1.19787 2.96532 -1.28171 -0.02 -0.02 0.02
H 2.95887 2.98029 -1.19240 -0.02 0.03 -0.02
H 1.81347 4.30007 0.61714 0.01 0.00 -0.02
H 2.89105 3.08501 1.26164 -0.01 -0.01 0.03
H 0.72464 1.94928 3.90865 -0.03 -0.01 -0.02
H 2.29052 2.26713 3.22326 -0.01 0.01 0.01
H 0.68206 -0.31120 3.30987 0.01 0.01 0.00
H 2.39279 -0.05217 3.68541 -0.01 0.03 0.02
H 1.99082 -1.29945 1.68599 -0.01 0.02 -0.02
N -4.01883 2.13347 -1.81569 -0.12 0.14 -0.01
N -2.70963 1.72334 -1.92665 0.16 -0.07 0.04
N -2.23942 1.18415 -3.02874 -0.05 0.09 -0.08
C -1.01400 0.85667 -2.65570 -0.01 0.04 0.04
N -0.78669 1.18580 -1.37562 0.08 -0.28 0.19
N -1.89346 1.74523 -0.92426 -0.14 0.12 0.03
H -4.28020 2.60495 -2.67541 0.04 -0.06 -0.02
H -4.08064 2.77251 -1.02967 0.02 -0.08 0.04
H -0.30643 0.36846 -3.30351 0.01 -0.04 0.00
```
Positions in Å, forces in eV/Å.

Atomic partial charges in e from the Löwdin method, atoms 1 to 4:
1 Cr 0.859
2 C -0.054
3 O -0.108
4 C -0.211

***

Entry 3:
C22H29F6N2O4PS2V | ωB97M-V/def2-TZVPD

- net charge = +3
- HOMO energy (eV) = -18.749

```
67
Properties=species:S:1:pos:R:3:forces:R:3
V 0.20581 0.00815 -0.66254 -0.42 0.07 0.38
C 4.25737 -0.93015 0.57414 0.01 0.03 0.05
C 4.10538 -2.26300 0.93071 0.04 0.02 0.00
C 2.86458 -2.87768 0.78499 -0.11 0.02 0.07
C 1.80526 -2.13390 0.31395 0.00 -0.10 -0.13
N 1.95148 -0.81275 0.00902 -0.14 0.02 -0.15
C 3.16055 -0.23205 0.11252 0.05 0.03 -0.04
C 0.48766 -2.65555 -0.08325 0.01 -0.02 -0.07
C 0.02215 -3.93751 0.11315 0.03 0.04 0.06
C -1.17782 -4.33640 -0.48901 0.05 -0.03 0.04
C -1.91511 -3.48126 -1.30692 -0.06 0.07 -0.07
C -1.48799 -2.18522 -1.51724 0.01 -0.04 0.06
C -0.31631 -1.76032 -0.85243 0.02 -0.03 -0.03
H 5.21622 -0.43477 0.63879 0.00 0.00 0.00
H 4.95386 -2.83301 1.28796 0.00 0.00 0.00
H 2.74403 -3.93003 1.00218 0.00 0.01 0.00
H 3.24251 0.79836 -0.20227 -0.02 0.02 -0.01
H 0.58733 -4.65431 0.69514 0.00 0.01 0.00
H -1.52131 -5.35331 -0.34185 0.00 0.00 0.00
H -2.81508 -3.83686 -1.79149 0.00 0.00 0.00
H -2.03680 -1.51142 -2.16119 -0.01 0.00 -0.01
C -1.58755 3.45926 1.15885 0.01 0.02 0.05
C -2.16529 2.05113 1.32788 0.01 -0.02 -0.10
C -3.21947 1.76250 0.25196 0.00 0.00 0.02
P -0.88569 0.73932 1.49201 0.05 -0.11 -0.02
C 0.61977 1.32837 2.36293 0.03 0.03 -0.01
C 0.36482 2.00612 3.72008 0.00 0.01 0.06
C 1.43982 2.26442 1.45547 -0.03 0.02 -0.04
C -1.55792 -0.78475 2.29097 0.05 0.01 0.07
C -1.76754 -0.58752 3.80329 0.04 -0.02 0.00
C -2.84588 -1.29678 1.64283 -0.03 0.03 -0.02
H -2.42517 4.14532 1.03407 0.00 0.01 0.01
H -0.96338 3.54798 0.27175 -0.03 -0.01 0.00
H -1.02048 3.80149 2.02105 -0.03 -0.02 -0.05
H -2.63474 1.97269 2.31943 -0.04 0.02 0.00
H -2.78154 1.75545 -0.74575 0.02 0.02 -0.01
H -3.94762 2.57263 0.27656 -0.02 -0.01 0.01
H -3.76320 0.83607 0.40849 0.02 -0.03 0.00
H 1.18560 0.40515 2.53830 -0.01 -0.01 -0.01
H -0.33201 2.83920 3.64542 0.03 -0.03 0.00
H 1.31666 2.41095 4.06797 -0.01 0.00 0.01
H 0.00320 1.32353 4.48140 0.00 0.00 -0.02
H 1.12113 3.29781 1.57208 0.00 -0.01 -0.01
H 1.36763 2.05119 0.37714 0.03 -0.01 0.03
H 2.49277 2.21312 1.72998 0.00 0.01 0.02
H -0.75702 -1.51813 2.15270 0.01 -0.01 -0.03
H -2.38077 0.28467 4.03301 0.01 0.01 -0.01
H -0.83169 -0.52746 4.35260 -0.01 0.01 -0.02
H -2.30474 -1.46132 4.17475 0.00 0.00 -0.01
H -3.70578 -0.73905 2.01384 0.00 0.00 -0.02
H -2.98794 -2.33754 1.93517 -0.01 0.01 0.02
H -2.85259 -1.25090 0.55370 0.04 -0.01 0.03
F -1.42484 2.84157 -3.85456 0.05 0.01 0.02
C -0.29485 2.92297 -3.20667 -0.10 0.24 -0.05
F 0.58808 3.63870 -3.80622 -0.03 -0.05 0.04
F -0.47594 3.32552 -1.96068 0.02 -0.01 -0.02
S 0.23378 1.07327 -3.01591 0.18 -0.34 0.00
O 1.35296 0.93173 -1.98947 0.04 0.05 -0.10
O -0.89510 0.65650 -1.96565 0.23 0.00 0.07
N -0.00291 0.05129 -4.13276 -0.03 -0.04 -0.02
S 1.23022 0.38615 -5.20079 0.04 0.21 0.05
O 1.80894 1.53846 -4.47980 0.04 -0.06 -0.09
O 0.84732 0.44017 -6.54980 -0.06 0.05 -0.04
C 2.43051 -1.02814 -4.96051 -0.28 0.01 -0.07
F 2.31487 -1.44837 -3.69789 0.07 -0.07 0.19
F 3.62706 -0.54945 -5.16532 0.23 0.00 -0.08
F 2.13274 -1.99229 -5.78825 0.02 -0.03 0.02
```
Positions in Å, forces in eV/Å.

Atomic partial charges in e from the Löwdin method, atoms 1 to 4:
1 V 1.007
2 C 0.031
3 C 0.051
4 C 0.066

***

Entry 4:
C22H29F6N4 | ωB97M-V/def2-TZVPD

- relative energy (zero: lowest compared OMol25 entry of this formula, charge and spin) (kcal per mole) = 0.0
- net charge = +1
- HOMO energy (eV) = -9.656

```
61
Properties=species:S:1:pos:R:3:forces:R:3
C 4.25620 3.13128 2.40670 -0.50 0.98 0.19
N 4.40921 1.86016 1.74561 -0.13 -0.79 0.07
C 5.77878 1.44651 1.47473 -0.34 -0.16 0.39
C 6.15336 1.97721 0.12570 0.04 0.87 -1.98
F 7.42826 1.71032 -0.25282 -1.28 0.20 0.56
F 5.30713 1.45151 -0.82872 0.94 0.44 0.81
F 5.96854 3.34202 0.08599 0.39 -1.30 -0.02
C 3.32542 1.16115 1.32040 0.36 0.06 0.19
C 3.37644 -0.24664 1.11359 -0.31 -0.48 -0.41
C 2.23466 -0.93950 0.78423 0.66 0.09 0.78
C 0.97819 -0.27433 0.64898 -0.77 -0.72 -0.57
C -0.22081 -1.02274 0.57308 1.05 1.27 0.79
C -1.51858 -0.43504 0.38843 -0.88 0.22 -0.10
C -2.48173 -1.02988 -0.47495 0.25 -0.10 0.45
C -3.73508 -0.47335 -0.64016 0.08 0.35 0.05
C -4.09426 0.71753 0.05008 0.49 -0.22 0.16
N -5.26605 1.39514 -0.24128 -0.42 -0.04 0.70
C -5.86914 1.25609 -1.55589 -0.14 -0.02 -0.24
C -6.22199 1.72247 0.82993 0.35 -0.49 -0.30
C -6.09183 3.07845 1.46539 0.18 1.75 0.40
F -7.27839 3.47766 2.03178 1.36 -0.54 -0.62
F -5.14850 3.09631 2.46938 -0.92 0.16 -0.84
F -5.72652 4.02567 0.54866 -0.36 -0.76 0.96
C -3.19326 1.22789 1.02045 -0.21 -0.19 -0.45
C -1.91904 0.71385 1.12408 0.14 -0.27 -0.15
C 1.00874 1.15553 0.60632 0.22 0.48 0.41
C 2.10656 1.84634 1.06256 -0.61 -0.01 -0.07
H 3.43681 3.08484 3.13789 0.27 -0.05 -0.15
H 5.18481 3.36512 2.93689 -0.30 0.03 -0.14
H 4.02911 3.94823 1.70326 0.23 -0.18 0.20
H 6.42782 1.91119 2.22431 0.02 -0.45 -0.16
H 5.86877 0.36003 1.45138 0.27 0.22 0.18
H 4.31189 -0.77901 1.27611 -0.36 0.05 -0.19
H 2.27765 -2.02406 0.66267 -0.01 0.26 0.12
H -0.18151 -2.07299 0.89789 0.10 0.20 -0.77
H -2.20184 -1.91447 -1.05059 -0.12 0.08 0.26
H -4.47168 -0.96568 -1.28134 0.44 0.23 0.14
H -5.21221 0.66907 -2.20252 -0.27 0.25 0.05
H -6.84269 0.75850 -1.46665 0.16 -0.03 -0.26
H -6.01712 2.24163 -2.02096 0.01 -0.23 0.19
H -7.22597 1.70984 0.38748 0.21 -0.21 0.28
H -6.12897 0.99409 1.64728 -0.31 0.07 -0.21
H -3.48416 2.06891 1.63712 0.11 -0.04 -0.20
H -1.20347 1.19673 1.79030 -0.38 -0.31 0.06
H 0.13585 1.70965 0.26246 0.26 -0.16 0.17
H 2.06018 2.92833 1.20627 0.03 -0.41 -0.37
C 0.52782 -1.91467 -2.76891 -0.19 0.20 0.12
N 0.38408 -2.93345 -1.73812 -1.85 0.32 0.09
N 1.41445 -3.87014 -1.72679 1.84 -0.58 0.54
C 1.21956 -4.83948 -0.66431 -0.27 -0.04 -0.42
C 1.61152 -4.45238 -3.03783 0.11 -0.16 -0.10
H -0.23845 -2.08656 -3.53688 0.37 0.20 0.00
H 0.34368 -0.93733 -2.30603 0.09 -0.02 -0.30
H 1.52690 -1.92658 -3.23000 -0.33 0.22 0.27
H 0.30136 -2.53390 -0.80682 0.43 -0.08 -0.53
H 2.01283 -5.58791 -0.75486 -0.19 0.16 0.24
H 1.29738 -4.34193 0.30934 0.04 -0.08 -0.04
H 0.23485 -5.33760 -0.71891 0.11 0.03 0.01
H 2.10411 -5.42028 -2.88708 -0.09 0.28 -0.32
H 0.66645 -4.58425 -3.58945 0.09 -0.18 0.16
H 2.26387 -3.79506 -3.62486 -0.11 -0.40 -0.04
```
Positions in Å, forces in eV/Å.

Atomic partial charges in e from the Löwdin method, atoms 1 to 4:
1 C -0.034
2 N -0.104
3 C -0.025
4 C -0.525